Entry 1:
# C33H67B2I2N3O7

A cluster of 4 separate species, C33H67B2I2N3O7 in total (wB97M-V/def2-TZVPD, OMol25).

Structure (XYZ):
```
114
Properties=species:S:1:pos:R:3
C -1.874 2.648 -0.934
O -0.463 2.751 -0.802
B -0.009 2.470 0.489
O -0.879 2.830 1.534
B 1.476 1.713 0.882
I 3.024 3.327 1.374
O 1.948 0.627 0.037
C 1.927 -0.573 0.750
C 1.888 -0.178 2.223
C 1.192 -1.178 3.144
C 0.201 -0.571 4.125
C 0.786 -0.199 5.479
I 2.178 1.411 5.428
O 1.219 1.052 2.185
H -2.091 2.325 -1.943
H -2.374 3.586 -0.718
H -2.284 1.915 -0.251
H -1.450 2.081 1.764
H 2.765 -1.206 0.496
H 0.969 -1.054 0.522
H 2.902 0.030 2.585
H 0.655 -1.880 2.512
H 1.953 -1.707 3.704
H -0.533 -1.339 4.361
H -0.336 0.267 3.705
H -0.032 0.044 6.140
H 1.249 -1.082 5.887
C 0.466 6.007 -5.715
C 1.260 4.845 -6.354
C 0.299 3.754 -6.826
C -0.314 2.954 -5.676
C 0.770 2.401 -4.750
C 1.747 3.464 -4.255
N 2.259 4.287 -5.398
O 3.184 3.658 -6.039
C 1.067 4.345 -3.195
C 2.902 2.794 -3.531
C 1.984 5.444 -7.554
H 0.135 6.706 -6.484
H -0.431 5.681 -5.194
H 1.085 6.566 -5.014
H 0.833 3.065 -7.488
H -0.491 4.214 -7.425
H -1.017 3.570 -5.109
H -0.900 2.126 -6.084
H 0.313 1.917 -3.886
H 1.325 1.623 -5.287
H 1.704 5.188 -2.919
H 0.882 3.764 -2.295
H 0.097 4.736 -3.501
H 3.405 2.047 -4.144
H 2.530 2.287 -2.640
H 3.641 3.529 -3.211
H 2.688 6.215 -7.238
H 1.254 5.900 -8.223
H 2.529 4.694 -8.124
C 3.399 -6.019 -0.898
C 4.219 -5.020 -0.051
C 5.653 -5.524 0.110
C 5.772 -6.715 1.061
C 5.120 -6.403 2.409
C 3.683 -5.898 2.288
N 3.588 -4.800 1.284
O 4.000 -3.694 1.796
C 2.742 -7.062 1.921
C 3.205 -5.392 3.643
C 4.221 -3.710 -0.830
H 3.532 -5.811 -1.958
H 3.695 -7.057 -0.752
H 2.333 -5.931 -0.685
H 6.281 -4.711 0.485
H 6.046 -5.791 -0.874
H 5.324 -7.610 0.620
H 6.827 -6.951 1.216
H 5.132 -7.293 3.044
H 5.723 -5.647 2.922
H 1.740 -6.692 1.704
H 2.666 -7.753 2.761
H 3.082 -7.651 1.072
H 3.867 -4.633 4.055
H 3.176 -6.223 4.348
H 2.203 -4.969 3.572
H 3.208 -3.320 -0.942
H 4.632 -3.884 -1.824
H 4.829 -2.944 -0.353
C -6.730 2.913 2.024
C -5.934 1.806 1.296
C -6.873 0.671 0.891
C -7.333 -0.180 2.075
C -6.137 -0.685 2.886
C -5.177 0.427 3.312
N -4.824 1.291 2.151
O -3.924 0.721 1.426
C -5.801 1.260 4.447
C -3.910 -0.186 3.898
C -5.340 2.459 0.057
H -7.161 3.604 1.301
H -7.562 2.532 2.613
H -6.083 3.496 2.678
H -6.364 0.023 0.171
H -7.736 1.094 0.373
H -8.015 0.386 2.716
H -7.905 -1.034 1.706
H -6.486 -1.212 3.776
H -5.591 -1.418 2.284
H -5.186 2.132 4.667
H -5.860 0.659 5.355
H -6.814 1.598 4.240
H -3.437 -0.887 3.213
H -4.161 -0.731 4.807
H -3.182 0.585 4.152
H -4.648 3.253 0.342
H -6.128 2.896 -0.556
H -4.803 1.746 -0.565
```

HOMO energy (spin up / spin down): -0.1462 / -0.1462 Eh
2S+1: 4
Expectation value of S²: 3.762
Orbital gap (spin up / spin down): 6.07 / 5.87 eV
Molar mass: 893.3 g/mol
Net charge: -1



Entry 2:
# C33H67BF4IN3O12PS

A cluster of 6 separate species, C33H67BF4IN3O12PS in total (wB97M-V/def2-TZVPD, OMol25).

Structure (XYZ):
```
123
Properties=species:S:1:pos:R:3
C -0.579 4.732 -1.543
C -1.441 3.740 -1.348
C -2.310 2.419 -1.344
C -1.685 1.090 -0.630
P -2.491 1.348 1.109
O -1.960 0.435 2.222
O -4.183 1.190 1.129
O -2.165 2.973 1.640
N -0.161 0.917 -0.639
O 0.457 0.760 0.606
C 1.025 2.016 1.011
N 1.658 3.007 1.383
C 0.342 -0.014 -1.763
S 1.439 1.289 -2.665
C 1.625 -0.922 -1.387
O 1.529 -1.825 -0.277
C 2.674 -2.719 -0.176
C 2.243 -4.278 -0.451
C -0.937 -0.661 -2.613
C -0.980 0.326 -3.927
C -2.173 0.100 -4.984
O -3.390 0.432 -4.877
I -1.718 -0.791 -6.974
C -0.801 -2.159 -3.168
F -0.124 -3.102 -2.256
F 0.036 -2.264 -4.372
C -2.077 -3.068 -3.479
F -2.955 -2.751 -4.537
F -1.491 -4.370 -3.884
C -2.034 -0.334 -1.407
C -1.871 -1.489 -0.236
B -3.662 -0.543 -1.693
O -4.563 0.500 -2.136
N -4.385 -1.843 -1.326
C -5.233 -2.376 -2.435
C -5.371 -1.571 -0.192
H 0.165 5.552 -1.894
H -2.693 2.222 -2.431
H -3.299 2.715 -0.787
H -4.628 1.410 0.275
H -1.428 2.965 2.300
H 0.295 1.847 -0.852
H 2.314 1.787 -1.676
H 2.612 -0.315 -1.224
H 1.851 -1.567 -2.340
H 3.060 -2.692 0.916
H 3.578 -2.395 -0.844
H 1.142 -4.411 -0.131
H 2.395 -4.523 -1.573
H 2.860 -5.014 0.193
H -1.130 1.447 -3.629
H -0.046 0.188 -4.618
H -2.648 -3.369 -2.505
H -1.959 -2.558 -0.635
H -0.886 -1.411 0.347
H -2.701 -1.397 0.582
H -5.062 0.289 -2.955
H -4.980 -3.512 -2.553
H -5.146 -1.830 -3.447
H -6.351 -2.337 -2.107
H -6.140 -0.754 -0.452
H -5.968 -2.552 0.027
H -4.857 -1.290 0.797
C -3.735 5.448 3.783
C -5.182 5.416 4.249
C -5.323 4.667 5.565
O -5.986 4.783 3.256
H -3.356 4.434 3.614
H -3.650 5.979 2.830
H -3.094 5.943 4.517
H -5.553 6.438 4.367
H -4.999 3.626 5.459
H -6.369 4.641 5.882
H -4.730 5.138 6.353
H -5.664 3.877 3.145
C 4.586 6.848 2.899
C 3.139 6.810 3.364
C 2.998 6.053 4.675
O 2.337 6.182 2.366
H 4.968 5.836 2.725
H 4.671 7.385 1.950
H 5.225 7.340 3.638
H 2.766 7.831 3.487
H 3.324 5.013 4.563
H 1.951 6.024 4.991
H 3.590 6.521 5.467
H 2.660 5.276 2.249
C 8.495 5.324 2.648
C 8.431 6.802 2.296
C 9.772 7.309 1.788
O 8.051 7.547 3.450
H 9.226 5.142 3.442
H 7.528 4.976 3.023
H 8.770 4.722 1.777
H 7.663 6.965 1.534
H 10.548 7.197 2.552
H 9.714 8.375 1.550
H 10.085 6.767 0.891
H 8.725 7.408 4.131
C -4.842 -8.193 -0.772
C -4.496 -6.961 -1.593
C -3.009 -6.652 -1.530
O -5.227 -5.841 -1.105
H -4.591 -8.042 0.284
H -5.916 -8.395 -0.816
H -4.305 -9.073 -1.135
H -4.796 -7.118 -2.634
H -2.695 -6.447 -0.501
H -2.777 -5.758 -2.116
H -2.416 -7.486 -1.916
H -4.967 -5.693 -0.184
C 2.827 -8.340 -2.656
C 4.029 -7.750 -1.935
C 4.880 -8.835 -1.296
O 3.579 -6.844 -0.928
H 2.180 -8.882 -1.957
H 2.218 -7.548 -3.101
H 3.139 -9.027 -3.447
H 4.635 -7.176 -2.642
H 4.304 -9.394 -0.550
H 5.733 -8.395 -0.772
H 5.253 -9.537 -2.046
H 3.041 -7.344 -0.297
```

HOMO energy: -0.4242 Eh
2S+1: 1
Orbital gap: 7.51 eV
Molar mass: 974.7 g/mol
Net charge: +1



Number 1: energy -71665.8043 eV. Number 2: energy -104099.5794 eV.